The following is a quantum chemistry calculation of a cluster of 3 separate species, C39H55F2NO in total, from the Open Molecules 2025 dataset.

Summary:
Largest force on an atom ... 0.13512 Eh/bohr
Molar mass ... 591.871 g/mol
Structure (SMILES) ... C#C[C@@](CCCCCCCCCCCCCC)(COC)NCc1ccc(C)cc1.Fc1ccccc1.Fc1ccccc1
Total energy ... -1848.27486 Ha

Each line ends with the Löwdin charge.
Element x y z (Å)
C -0.30 5.08 -4.53  0.0774
C -0.31 4.76 -3.25  -0.0307
C -0.63 4.56 -1.65  -0.3900
C -0.35 3.03 -1.24  -0.1447
C 1.13 2.47 -1.59  -0.1753
C 1.22 1.77 -3.07  -0.1971
C 1.48 0.18 -2.96  -0.2167
C 2.28 -0.46 -4.21  -0.1952
C 2.95 -1.87 -3.67  -0.2232
C 1.85 -3.08 -3.57  -0.1993
C 1.16 -3.05 -2.11  -0.2263
C 1.33 -4.41 -1.25  -0.1938
C 1.26 -4.00 0.33  -0.2196
C 0.11 -2.89 0.67  -0.2185
C -1.37 -3.31 0.20  -0.2168
C -1.79 -4.77 0.77  -0.2495
C -3.10 -5.28 -0.09  -0.1327
C 0.51 5.48 -0.90  -0.1780
O 0.68 5.10 0.49  -0.2291
C 2.04 5.34 0.95  -0.1103
N -1.94 5.12 -1.23  -0.0297
C -3.05 4.13 -1.21  -0.2099
C -3.40 3.48 -2.66  -0.1492
C -3.59 4.54 -3.85  -0.0285
C -3.89 4.03 -5.31  -0.0422
C -3.98 2.47 -5.54  -0.2194
C -4.24 1.96 -7.06  -0.1157
C -3.84 1.40 -4.39  -0.0354
C -3.54 1.93 -2.93  -0.0404
H -0.52 5.40 -5.63  0.0592
H -0.48 2.88 -0.08  0.1266
H -1.10 2.26 -1.71  0.1079
H 1.35 1.61 -0.83  0.1085
H 1.98 3.23 -1.46  0.1007
H 0.34 2.07 -3.76  0.1050
H 2.18 2.23 -3.56  0.1100
H 2.06 -0.08 -2.00  0.0963
H 0.46 -0.37 -2.90  0.1168
H 1.63 -0.76 -5.11  0.1080
H 3.17 0.17 -4.59  0.1065
H 3.78 -2.26 -4.38  0.1017
H 3.45 -1.75 -2.64  0.1036
H 1.03 -2.82 -4.36  0.1060
H 2.32 -4.10 -3.85  0.1081
H 0.05 -2.74 -2.27  0.1026
H 1.65 -2.18 -1.52  0.0813
H 0.48 -5.18 -1.46  0.1069
H 2.32 -4.97 -1.44  0.1106
H 2.31 -3.57 0.60  0.1130
H 1.04 -4.90 1.02  0.0977
H 0.45 -1.84 0.31  0.1007
H 0.08 -2.82 1.83  0.1064
H -2.11 -2.53 0.63  0.1127
H -1.54 -3.34 -0.94  0.0924
H -0.98 -5.58 0.61  0.0907
H -2.01 -4.72 1.91  0.0911
H -3.64 -6.10 0.50  0.0709
H -2.73 -5.62 -1.13  0.0788
H -3.78 -4.34 -0.19  0.0742
H 1.46 5.37 -1.55  0.1172
H 0.15 6.58 -1.04  0.1427
H 2.83 5.42 0.11  0.0941
H 2.38 4.46 1.63  0.1018
H 2.02 6.33 1.56  0.1021
H -1.81 5.59 -0.32  0.1161
H -2.96 3.32 -0.37  0.1194
H -4.02 4.72 -0.92  0.1277
H -3.47 5.67 -3.61  0.1046
H -3.99 4.83 -6.14  0.0952
H -5.34 1.94 -7.36  0.0779
H -3.72 0.91 -7.12  0.0779
H -3.58 2.65 -7.74  0.0800
H -3.94 0.26 -4.53  0.0935
H -3.42 1.23 -2.01  0.0976
F -3.09 -3.98 3.99  0.0519
C -2.34 -3.17 4.76  -0.2917
C -1.00 -3.47 4.96  -0.0193
C -0.22 -2.63 5.75  -0.0739
C -0.80 -1.51 6.35  -0.0914
C -2.15 -1.23 6.16  -0.0845
C -2.92 -2.06 5.35  -0.0203
H -0.57 -4.35 4.49  0.1153
H 0.83 -2.85 5.91  0.0817
H -0.19 -0.86 6.98  0.1013
H -2.59 -0.36 6.63  0.1041
H -3.97 -1.85 5.18  0.1153
F 2.70 -2.94 6.88  0.0457
C 3.62 -1.98 7.03  -0.2858
C 4.06 -1.65 8.30  -0.0172
C 5.02 -0.65 8.46  -0.0824
C 5.51 0.02 7.34  -0.0976
C 5.05 -0.31 6.07  -0.0828
C 4.10 -1.31 5.91  -0.0168
H 3.66 -2.18 9.16  0.1169
H 5.38 -0.40 9.45  0.1053
H 6.25 0.81 7.47  0.1011
H 5.42 0.22 5.20  0.1054
H 3.74 -1.59 4.93  0.1168

The following is a quantum chemistry calculation of a structure of composition C39H56AsIrN5SSi3, from the Open Molecules 2025 dataset.

Summary:
Largest force on an atom ... 0.00443 Eh/bohr
Charge ... +3
Molar mass ... 978.376 g/mol
Total energy ... -5399.60477 Ha

Each line ends with the Löwdin charge.
Element x y z (Å)
Ir -0.55 -0.60 1.04  1.1285
C -3.01 -2.13 1.38  -0.0993
N -1.64 -2.15 1.95  -0.2601
C -1.77 -1.82 3.40  -0.0691
C -0.53 -1.16 3.91  -0.2387
C -0.07 -1.32 5.20  0.0329
C 1.07 -0.64 5.60  0.0120
C 1.72 0.16 4.68  -0.0001
C 1.20 0.27 3.40  -0.1548
N 0.08 -0.36 3.02  -0.0711
C -0.91 -3.42 1.72  -0.0720
C 0.57 -3.20 1.54  -0.2477
C 1.46 -4.25 1.71  0.0197
C 2.80 -4.06 1.39  0.0041
C 3.20 -2.83 0.90  0.0025
C 2.26 -1.83 0.77  -0.1075
N 0.97 -2.00 1.08  -0.0604
C -3.45 -0.69 1.22  -0.2439
C -4.79 -0.36 1.21  0.0259
C -5.16 0.97 1.03  0.0111
C -4.16 1.92 0.88  -0.0048
C -2.84 1.51 0.91  -0.1542
N -2.48 0.24 1.08  -0.0421
H -3.71 -2.67 2.02  0.1534
H -3.01 -2.64 0.42  0.1238
H -2.03 -2.71 3.97  0.1502
H -2.60 -1.11 3.51  0.1453
H -0.60 -1.97 5.89  0.1377
H 1.45 -0.75 6.61  0.1357
H 2.63 0.69 4.93  0.1299
H 1.70 0.87 2.65  0.0254
H -1.31 -3.87 0.81  0.1357
H -1.10 -4.13 2.53  0.1485
H 1.10 -5.20 2.09  0.1384
H 3.51 -4.87 1.52  0.1354
H 4.23 -2.65 0.62  0.1318
H 2.53 -0.85 0.40  0.0399
H -5.54 -1.13 1.34  0.1381
H -6.20 1.25 1.02  0.1358
H -4.40 2.97 0.74  0.1326
H -2.04 2.23 0.79  0.0346
C -1.89 2.32 -2.09  -0.2072
Si -0.07 2.66 -1.83  0.3381
C 1.03 2.01 -3.20  -0.2181
C 0.16 4.51 -1.89  -0.1901
As 0.59 1.61 0.29  0.8148
Si 2.99 1.72 -0.05  0.3385
C 3.38 3.48 -0.51  -0.1910
C 3.45 0.52 -1.42  -0.2019
C 3.96 1.26 1.49  -0.1971
Si 0.21 3.32 2.05  0.3572
C -1.07 2.77 3.31  -0.1848
C 1.81 3.70 2.93  -0.1910
C -0.44 4.89 1.30  -0.1994
H -2.15 2.63 -3.11  0.0547
H -2.49 2.95 -1.43  0.0274
H -2.21 1.29 -1.96  0.0109
H 0.55 2.26 -4.15  0.0528
H 1.26 0.95 -3.19  -0.0220
H 1.97 2.56 -3.18  0.0329
H 0.10 4.75 -2.95  0.0611
H 1.12 4.86 -1.53  0.0257
H -0.63 5.07 -1.39  0.0270
H 3.26 3.65 -1.58  0.0324
H 4.43 3.68 -0.27  0.0590
H 2.78 4.22 0.02  0.0192
H 3.69 1.06 -2.34  0.0439
H 2.67 -0.20 -1.68  0.0040
H 4.34 -0.05 -1.14  0.0496
H 3.80 1.95 2.32  0.0214
H 5.01 1.34 1.21  0.0606
H 3.80 0.24 1.86  0.0193
H -1.03 1.73 3.62  0.0075
H -2.09 2.99 2.99  0.0308
H -0.88 3.38 4.20  0.0596
H 2.12 2.94 3.64  0.0207
H 1.61 4.61 3.51  0.0607
H 2.64 3.93 2.27  0.0220
H -1.36 4.75 0.72  0.0310
H 0.29 5.40 0.68  0.0322
H -0.68 5.55 2.14  0.0605
N -1.07 -1.30 -0.86  -0.4355
S -0.39 -1.00 -2.28  1.0444
C 0.70 -2.35 -2.74  -0.3930
C 0.85 -3.46 -1.93  -0.0920
C 1.72 -4.47 -2.33  -0.0509
C 2.43 -4.34 -3.52  -0.0364
C 2.27 -3.22 -4.31  -0.0331
C 1.40 -2.21 -3.93  -0.0689
C -1.65 -1.24 -3.51  -0.3925
C -2.35 -2.44 -3.57  -0.0694
C -3.30 -2.61 -4.55  -0.0370
C -3.53 -1.60 -5.48  -0.0282
C -2.81 -0.42 -5.44  -0.0325
C -1.86 -0.23 -4.44  -0.0761
H -1.75 -2.05 -0.93  0.0034
H 0.28 -3.55 -1.02  0.0788
H 1.84 -5.36 -1.72  0.1160
H 3.10 -5.13 -3.83  0.1233
H 2.82 -3.12 -5.24  0.1251
H 1.26 -1.34 -4.56  0.1205
H -2.12 -3.25 -2.88  0.1144
H -3.85 -3.54 -4.61  0.1227
H -4.27 -1.75 -6.26  0.1254
H -2.98 0.35 -6.17  0.1243
H -1.28 0.69 -4.40  0.0906

Number 1: HOMO-LUMO gap 8.652 eV, LUMO energy 0.50 eV, HOMO -8.15 eV. Number 2: HOMO-LUMO gap 8.505 eV, LUMO energy -7.66 eV, HOMO -16.16 eV.